[1]
{"formula": "C34H26N4S4Ti", "method": "ωB97M-V/def2-TZVPD", "total_charge": 2, "lumo_energy_ev": -6.717, "de_lowest_kj_mol": 78.5, "symbols": ["Ti", "S", "C", "C", "C", "C", "C", "C", "S", "C", "C", "C", "C", "C", "C", "C", "S", "C", "C", "C", "C", "C", "C", "S", "N", "H", "H", "H", "H", "H", "H", "H", "H", "H", "H", "H", "H", "H", "H", "H", "C", "C", "C", "C", "N", "C", "C", "C", "C", "C", "C", "N", "C", "C", "C", "C", "C", "N", "H", "H", "H", "H", "H", "H", "H", "H", "H", "H", "H"], "positions_angstrom": [[-0.03, 0.41, 0.07], [-0.73, 2.72, -0.05], [-2.19, 2.97, -0.97], [-2.91, 4.16, -0.89], [-4.07, 4.31, -1.61], [-4.53, 3.30, -2.45], [-3.82, 2.12, -2.55], [-2.66, 1.96, -1.81], [-1.75, 0.43, -1.90], [-0.54, 0.93, -3.17], [0.86, 1.22, -2.70], [1.68, 2.00, -3.51], [3.04, 2.02, -3.27], [3.55, 1.16, -2.32], [2.67, 0.43, -1.52], [3.22, -0.66, -0.66], [2.29, -0.95, 0.88], [1.85, -2.67, 0.75], [2.69, -3.61, 1.32], [2.35, -4.95, 1.26], [1.17, -5.33, 0.62], [0.35, -4.39, 0.03], [0.67, -3.03, 0.10], [-0.37, -1.86, -0.70], [1.34, 0.54, -1.64], [-2.55, 4.95, -0.24], [-4.64, 5.23, -1.52], [-5.44, 3.43, -3.02], [-4.16, 1.31, -3.17], [-0.96, 1.77, -3.72], [-0.47, 0.06, -3.84], [1.25, 2.55, -4.33], [3.70, 2.64, -3.87], [4.61, 1.02, -2.21], [4.26, -0.47, -0.39], [3.17, -1.60, -1.22], [3.61, -3.29, 1.78], [2.99, -5.69, 1.71], [0.91, -6.37, 0.56], [-0.54, -4.68, -0.49], [-5.11, -0.37, 0.02], [-4.83, -1.71, 0.24], [-3.63, -2.04, 0.85], [-2.74, -1.02, 1.16], [-2.96, 0.27, 0.84], [-4.14, 0.58, 0.32], [-1.56, -1.18, 2.02], [-1.51, -2.10, 3.07], [-0.50, -2.01, 4.01], [0.38, -0.94, 3.96], [0.28, -0.05, 2.89], [-0.62, -0.22, 1.91], [1.12, 1.14, 2.70], [1.70, 1.85, 3.75], [2.48, 2.96, 3.46], [2.68, 3.29, 2.13], [2.03, 2.56, 1.14], [1.25, 1.52, 1.42], [-6.06, -0.06, -0.40], [-5.54, -2.48, -0.02], [-3.39, -3.07, 1.07], [-4.34, 1.63, 0.18], [-2.27, -2.86, 3.16], [-0.43, -2.74, 4.80], [1.15, -0.82, 4.70], [1.52, 1.54, 4.77], [2.93, 3.53, 4.25], [3.32, 4.12, 1.85], [2.13, 2.84, 0.10]]}

=====

[2]
{"formula": "C34H27AsN3O7Sn", "method": "ωB97M-V/def2-TZVPD", "total_charge": -1, "lumo_energy_ev": 2.106, "symbols": ["Sn", "O", "C", "O", "C", "C", "C", "C", "C", "C", "O", "N", "O", "O", "N", "O", "O", "H", "H", "C", "C", "C", "C", "C", "C", "As", "C", "C", "C", "C", "C", "C", "C", "C", "C", "C", "C", "C", "H", "H", "H", "H", "H", "H", "H", "H", "H", "H", "H", "H", "H", "C", "N", "C", "C", "C", "C", "C", "C", "C", "C", "H", "H", "H", "H", "H", "H", "H", "H", "H", "H", "H", "H"], "positions_angstrom": [[0.22, -0.05, -0.58], [-1.65, -2.04, 2.62], [-0.79, -1.53, 1.92], [-0.92, -1.34, 0.65], [0.51, -1.09, 2.59], [0.49, -1.07, 3.97], [1.61, -0.71, 4.70], [2.79, -0.38, 4.07], [2.82, -0.38, 2.70], [1.70, -0.74, 1.89], [1.82, -0.79, 0.61], [4.07, 0.06, 2.08], [5.11, -0.28, 2.62], [4.01, 0.78, 1.11], [1.55, -0.66, 6.15], [0.49, -0.93, 6.69], [2.56, -0.36, 6.76], [-0.43, -1.35, 4.47], [3.67, -0.11, 4.63], [-2.56, 8.00, 0.85], [-2.93, 6.89, 1.59], [-2.48, 5.63, 1.25], [-1.65, 5.46, 0.14], [-1.28, 6.57, -0.60], [-1.73, 7.84, -0.25], [-0.91, 3.72, -0.42], [0.27, 3.49, 1.12], [1.54, 4.02, 1.29], [2.24, 3.75, 2.45], [1.68, 2.96, 3.44], [0.41, 2.42, 3.27], [-0.30, 2.68, 2.11], [-1.63, 2.13, 1.77], [-2.35, 1.22, 2.52], [-3.55, 0.72, 2.05], [-4.06, 1.15, 0.83], [-3.35, 2.07, 0.06], [-2.13, 2.55, 0.53], [-2.91, 8.99, 1.12], [-3.58, 7.01, 2.45], [-2.77, 4.77, 1.84], [-0.64, 6.46, -1.47], [-1.43, 8.70, -0.84], [1.99, 4.63, 0.51], [3.24, 4.15, 2.59], [2.23, 2.75, 4.35], [-0.01, 1.79, 4.05], [-1.96, 0.85, 3.46], [-4.08, -0.03, 2.62], [-4.99, 0.75, 0.46], [-3.73, 2.38, -0.90], [-2.48, -1.36, -4.88], [-2.53, -0.97, -3.49], [-2.00, 0.36, -3.30], [-1.94, -1.96, -2.58], [-0.47, -2.28, -2.80], [-0.13, -3.27, -3.73], [1.20, -3.58, -4.00], [2.20, -2.91, -3.32], [1.87, -1.94, -2.38], [0.54, -1.62, -2.10], [-3.07, -0.65, -5.47], [-2.92, -2.35, -5.00], [-1.46, -1.39, -5.30], [-2.55, 1.07, -3.92], [-0.93, 0.46, -3.55], [-2.13, 0.67, -2.26], [-2.52, -2.88, -2.69], [-2.09, -1.62, -1.56], [-0.92, -3.80, -4.25], [1.44, -4.35, -4.72], [3.24, -3.15, -3.51], [2.67, -1.45, -1.83]]}

=====

[3]
{"formula": "C34H27F2N8NiO4", "method": "ωB97M-V/def2-TZVPD", "total_charge": -1, "lumo_energy_ev": [2.239, 2.239], "de_lowest_kj_mol": 89.8, "symbols": ["Ni", "F", "C", "C", "C", "C", "C", "F", "C", "C", "C", "C", "C", "C", "N", "H", "H", "H", "H", "H", "H", "C", "O", "C", "C", "C", "C", "C", "C", "N", "N", "C", "C", "C", "C", "O", "C", "N", "C", "C", "C", "C", "H", "H", "H", "H", "H", "H", "H", "H", "H", "H", "H", "H", "N", "C", "N", "C", "N", "O", "C", "O", "C", "N", "C", "C", "C", "H", "H", "H", "H", "H", "H", "H", "H", "H"], "positions_angstrom": [[1.79, 0.61, 1.29], [5.51, -2.31, 3.67], [4.61, -1.30, 3.73], [3.79, -1.07, 2.65], [2.87, -0.02, 2.70], [2.81, 0.76, 3.87], [3.67, 0.49, 4.92], [3.65, 1.27, 6.04], [4.59, -0.53, 4.88], [1.82, 1.84, 3.81], [1.29, 2.52, 4.91], [0.32, 3.48, 4.71], [-0.10, 3.76, 3.42], [0.46, 3.05, 2.38], [1.38, 2.10, 2.56], [3.89, -1.69, 1.77], [5.26, -0.72, 5.71], [1.63, 2.27, 5.90], [-0.12, 3.99, 5.56], [-0.84, 4.52, 3.21], [0.16, 3.23, 1.36], [-3.55, 1.57, -3.56], [-3.61, 0.21, -3.92], [-2.42, -0.46, -4.01], [-1.18, 0.08, -3.68], [-0.02, -0.67, -3.83], [-0.06, -1.97, -4.34], [-1.31, -2.49, -4.66], [-2.48, -1.77, -4.49], [1.04, -2.81, -4.69], [2.25, -2.51, -4.41], [2.59, -1.91, -3.22], [3.81, -1.22, -3.24], [4.22, -0.37, -2.24], [3.44, -0.18, -1.06], [3.70, 0.64, -0.17], [2.30, -1.12, -0.92], [1.72, -1.13, 0.31], [0.82, -2.04, 0.58], [0.36, -2.95, -0.38], [0.86, -2.88, -1.65], [1.89, -1.96, -1.96], [-4.57, 1.94, -3.54], [-2.96, 2.15, -4.28], [-3.10, 1.72, -2.57], [-1.09, 1.09, -3.30], [0.92, -0.21, -3.58], [-1.35, -3.49, -5.07], [-3.44, -2.18, -4.76], [4.40, -1.31, -4.15], [5.14, 0.19, -2.33], [0.44, -2.05, 1.60], [-0.38, -3.68, -0.11], [0.50, -3.55, -2.41], [0.69, 1.41, -0.15], [0.25, 2.21, -0.88], [-0.24, 3.03, -1.73], [-1.15, 3.92, -1.37], [-1.96, 4.71, -1.14], [-2.24, -1.67, 3.00], [-1.75, -0.55, 2.46], [-0.63, -0.17, 2.66], [-2.71, 0.15, 1.52], [-4.09, -0.29, 1.78], [-4.72, -0.67, 0.49], [-3.80, -0.12, -0.59], [-2.43, -0.24, 0.06], [-2.58, 1.23, 1.66], [-4.62, 0.43, 2.25], [-3.20, -1.64, 2.75], [-5.74, -0.30, 0.44], [-4.76, -1.76, 0.42], [-4.03, 0.93, -0.77], [-3.87, -0.65, -1.53], [-1.66, 0.40, -0.38], [-2.07, -1.27, 0.00]]}

=====

[4]
{"formula": "C34H27NO6PPdS", "method": "ωB97M-V/def2-TZVPD", "total_charge": -1, "lumo_energy_ev": 2.376, "de_lowest_kj_mol": 43.1, "symbols": ["Pd", "C", "O", "C", "C", "C", "C", "C", "C", "O", "C", "O", "C", "H", "H", "H", "H", "H", "H", "H", "H", "H", "C", "C", "C", "C", "C", "C", "P", "C", "C", "C", "C", "C", "C", "C", "C", "C", "C", "C", "C", "H", "H", "H", "H", "H", "H", "H", "H", "H", "H", "H", "H", "H", "H", "O", "S", "O", "N", "C", "O", "C", "C", "C", "C", "C", "C", "H", "H", "H", "H"], "positions_angstrom": [[-0.64, 1.17, -0.88], [-1.92, -3.20, 4.46], [-2.49, -1.97, 4.86], [-2.49, -0.96, 3.94], [-3.00, 0.27, 4.41], [-2.99, 1.34, 3.55], [-2.52, 1.28, 2.22], [-2.44, 2.50, 1.44], [-3.09, 3.79, 1.90], [-1.83, 2.62, 0.36], [-2.08, 0.00, 1.72], [-1.78, -0.24, 0.51], [-2.03, -1.09, 2.66], [-2.02, -3.87, 5.30], [-0.86, -3.08, 4.20], [-2.44, -3.62, 3.59], [-3.35, 0.35, 5.42], [-3.34, 2.28, 3.95], [-3.49, 3.79, 2.91], [-3.90, 4.02, 1.20], [-2.34, 4.58, 1.81], [-1.63, -2.02, 2.26], [0.62, -4.02, 0.34], [-0.06, -4.15, -0.87], [-0.13, -3.08, -1.74], [0.47, -1.86, -1.41], [1.14, -1.74, -0.20], [1.22, -2.82, 0.67], [0.36, -0.38, -2.47], [1.26, -0.81, -4.00], [1.08, -0.02, -5.13], [1.79, -0.28, -6.29], [2.70, -1.34, -6.33], [2.89, -2.12, -5.21], [2.18, -1.85, -4.04], [-1.39, -0.33, -2.98], [-2.13, -0.99, -3.95], [-3.50, -0.75, -4.02], [-4.09, 0.13, -3.13], [-3.35, 0.80, -2.16], [-1.99, 0.57, -2.11], [0.67, -4.86, 1.03], [-0.54, -5.09, -1.12], [-0.67, -3.17, -2.67], [1.56, -0.78, 0.08], [1.73, -2.70, 1.62], [0.38, 0.81, -5.10], [1.63, 0.34, -7.17], [3.25, -1.54, -7.24], [3.60, -2.94, -5.23], [2.34, -2.47, -3.16], [-1.64, -1.68, -4.65], [-4.10, -1.26, -4.77], [-5.16, 0.30, -3.18], [-3.82, 1.48, -1.46], [1.68, 4.97, 3.39], [1.61, 3.53, 3.34], [1.20, 2.84, 4.53], [0.77, 3.03, 2.05], [1.53, 2.39, 1.18], [1.19, 1.90, 0.09], [2.98, 2.27, 1.61], [4.02, 1.66, 0.94], [5.28, 1.69, 1.53], [5.48, 2.34, 2.76], [4.42, 2.95, 3.42], [3.18, 2.90, 2.82], [3.85, 1.18, -0.01], [6.12, 1.22, 1.04], [6.47, 2.36, 3.19], [4.56, 3.45, 4.37]]}